112
Properties=species:S:1:pos:R:3 method="wB97M-V/def2-TZVPD" e_homo_ev=-10.32 energy_ev=-100104.6607 charge=+1 gap_ev=7.12 lumo_energy_ev=-3.202 e_above_lowest_kcal_mol=62.0
C 4.272 -1.366 4.263
C 5.138 -1.589 3.038
O 6.284 -2.097 3.143
N 4.576 -1.319 1.735
H 3.743 -1.814 1.869
H 3.959 -0.493 1.774
C 5.304 -1.477 0.549
H 3.256 -0.907 3.862
H 4.598 -0.458 4.869
H 4.144 -2.145 4.858
H 6.040 -2.259 0.689
H 5.889 -0.635 0.188
H 4.854 -1.804 -0.411
C 1.302 4.497 2.808
C 2.741 4.171 2.552
O 3.357 4.630 1.526
N 3.438 3.107 3.419
H 2.753 2.873 3.983
H 3.503 2.321 2.736
C 4.838 3.316 3.601
H 1.493 5.374 3.483
H 0.730 3.890 3.280
H 0.704 4.858 1.971
H 4.820 4.293 4.200
H 5.437 3.409 2.667
H 5.074 2.523 4.247
C 0.988 -0.628 -0.917
C 0.317 -0.070 0.328
O -0.888 0.144 0.365
N 1.043 -0.177 1.613
H 1.379 -1.188 1.698
H 1.848 0.512 1.502
C 0.248 0.110 2.892
H 1.553 0.074 -1.370
H 0.337 -1.051 -1.415
H 1.688 -1.495 -0.601
H -0.797 -0.507 2.744
H -0.025 1.222 3.075
H 0.586 -0.133 3.628
O 3.350 0.943 1.929
H 3.902 1.391 1.461
O 2.249 -2.463 1.795
H 1.853 -3.243 2.027
F -2.846 -2.822 -1.861
C -1.552 -3.156 -1.781
C -0.727 -3.194 -2.985
C 0.577 -3.650 -2.879
C 1.120 -4.025 -1.632
C 0.329 -3.960 -0.385
C -0.976 -3.535 -0.538
H -1.258 -2.804 -4.012
H 1.152 -3.596 -3.746
H 2.134 -4.434 -1.313
H 0.682 -4.300 0.668
H -1.688 -3.609 0.295
F -4.768 2.079 -5.832
C -3.906 1.531 -4.949
C -3.051 0.554 -5.410
C -2.086 0.001 -4.549
C -2.121 0.443 -3.179
C -2.984 1.369 -2.713
C -3.964 1.943 -3.595
H -3.061 0.248 -6.444
H -1.536 -0.739 -5.028
H -1.436 -0.178 -2.564
H -3.155 1.616 -1.647
H -4.463 2.813 -3.220
C 3.626 1.482 -5.675
C 3.018 1.031 -6.998
C 1.964 0.163 -6.682
S 2.158 -0.683 -5.149
O 2.849 -1.963 -5.314
O 1.012 -0.632 -4.252
C 3.330 0.494 -4.452
H 3.260 2.517 -5.448
H 4.507 1.679 -5.717
H 3.852 0.433 -7.512
H 2.853 1.954 -7.725
H 1.755 -0.647 -7.394
H 1.220 0.839 -6.525
H 4.314 0.226 -4.262
H 2.962 0.841 -3.543
C -4.470 -2.195 2.988
C -3.162 -2.991 3.011
C -3.394 -4.282 2.672
S -4.671 -4.426 1.484
O -5.798 -5.222 1.963
O -4.130 -4.664 0.181
C -5.255 -2.771 1.722
H -4.229 -1.068 2.845
H -5.119 -2.415 3.807
H -2.753 -2.708 3.989
H -2.367 -2.511 2.345
H -3.601 -4.820 3.648
H -2.542 -4.961 2.539
H -6.334 -2.828 1.640
H -4.748 -2.221 0.757
C -5.175 3.966 2.233
C -5.119 2.491 1.767
C -3.972 2.446 0.966
S -2.753 3.367 1.883
O -2.111 4.311 1.002
O -2.061 2.498 2.778
C -3.877 4.381 2.822
H -5.940 3.977 2.858
H -5.309 4.505 1.156
H -5.941 2.197 1.224
H -5.041 1.562 2.466
H -4.078 2.863 -0.216
H -3.466 1.407 1.012
H -3.632 5.386 2.753
H -3.913 4.100 3.965


96
Properties=species:S:1:pos:R:3 method="wB97M-V/def2-TZVPD" e_homo_ev=-10.71 energy_ev=-121089.7039 charge=0 gap_ev=10.35 smiles="CCOS(C)(=O)=O.CCOS(C)(=O)=O.CCOS(C)(=O)=O.CCOS(C)(=O)=O.CCOS(C)(=O)=O.C[N+](=O)[O-].C[N+](=O)[O-].C[N+](=O)[O-]" lumo_energy_ev=-0.359 e_above_lowest_kcal_mol=94.6
O -12.422 2.875 1.057
S -11.509 4.032 0.783
O -10.965 4.813 1.853
O -10.252 3.551 -0.183
C -10.541 2.556 -1.237
C -9.344 1.717 -1.481
C -12.349 5.137 -0.493
H -10.804 3.023 -2.186
H -11.254 1.764 -1.008
H -8.922 1.325 -0.556
H -8.483 2.270 -1.857
H -9.587 0.907 -2.168
H -11.643 5.967 -0.468
H -13.310 5.515 -0.144
H -12.285 4.689 -1.484
O -13.973 6.823 -2.497
S -13.122 7.319 -3.573
O -12.196 6.575 -4.371
O -13.988 8.251 -4.568
C -15.232 7.774 -5.070
C -15.958 9.009 -5.655
C -12.229 8.857 -2.976
H -15.773 7.237 -4.290
H -15.138 6.899 -5.713
H -15.394 9.410 -6.497
H -16.264 9.762 -4.929
H -16.870 8.660 -6.139
H -11.666 8.465 -2.129
H -12.890 9.646 -2.616
H -11.571 9.127 -3.802
O -10.671 7.256 -9.572
S -11.840 6.519 -9.204
O -12.688 5.974 -10.251
O -11.218 5.276 -8.276
C -12.128 4.180 -7.910
C -11.450 2.851 -8.200
C -12.896 7.328 -7.931
H -13.053 4.261 -8.481
H -12.452 4.575 -6.948
H -12.264 2.197 -7.888
H -10.552 2.703 -7.600
H -11.300 2.818 -9.279
H -13.246 6.715 -7.101
H -13.677 7.842 -8.493
H -12.331 8.158 -7.506
O -5.787 5.348 -6.611
S -7.256 5.533 -6.697
O -7.913 4.625 -7.641
O -7.934 5.437 -5.195
C -9.290 5.627 -5.139
C -9.757 4.544 -4.128
C -7.666 7.199 -7.154
H -9.869 5.444 -6.044
H -9.482 6.617 -4.726
H -9.315 4.672 -3.139
H -9.730 3.481 -4.366
H -10.834 4.599 -3.973
H -8.379 7.692 -6.492
H -8.152 6.900 -8.082
H -6.719 7.723 -7.286
O -14.086 0.548 -1.224
S -15.183 0.874 -0.314
O -15.756 2.215 -0.364
O -16.359 -0.252 -0.570
C -15.973 -1.579 -1.049
C -17.020 -2.686 -1.139
C -14.827 0.298 1.418
H -15.055 -1.908 -0.561
H -15.617 -1.363 -2.056
H -17.808 -2.355 -1.816
H -17.594 -2.996 -0.266
H -16.586 -3.664 -1.347
H -14.921 -0.778 1.566
H -15.555 0.880 1.982
H -13.833 0.741 1.473
C -13.050 -0.960 -4.867
N -11.813 -0.036 -4.995
O -11.335 0.187 -6.075
O -11.464 0.631 -3.991
H -13.158 -1.342 -3.851
H -12.892 -1.975 -5.231
H -13.927 -0.464 -5.283
C -13.436 3.044 -3.555
N -14.374 2.988 -4.717
O -15.488 3.457 -4.610
O -13.844 2.534 -5.714
H -12.406 2.874 -3.866
H -13.902 2.309 -2.899
H -13.723 4.009 -3.137
C -17.478 1.688 -6.712
N -18.560 1.741 -7.743
O -18.475 1.015 -8.671
O -19.320 2.721 -7.702
H -16.449 1.639 -7.067
H -17.570 0.856 -6.014
H -17.634 2.586 -6.114


23
Properties=species:S:1:pos:R:3 method="wB97M-V/def2-TZVPD" spin_multiplicity=2 e_homo_ev="-23.45 / -23.45" energy_ev=-9864.6141 charge=+3 gap_ev="10.29 / 5.35" lumo_energy_ev="-13.166 / -18.096" e_above_lowest_kcal_mol=27.2
C -2.147 -1.324 -0.394
C -0.854 -1.271 0.432
C -0.377 0.154 0.817
C -0.132 1.126 -0.426
N 3.318 1.986 -1.324
C 2.072 2.007 -0.877
N 1.221 0.979 -0.955
N -1.122 -2.011 1.793
H -2.332 -0.391 -0.908
H -2.095 -2.139 -1.121
H -3.031 -1.632 0.163
H -0.120 -1.879 -0.098
H -1.197 0.627 1.364
H 0.549 0.110 1.390
H -0.858 1.024 -1.237
H -0.279 2.119 0.003
H 3.872 1.156 -1.603
H 3.827 2.879 -1.361
H 1.691 2.953 -0.499
H 1.555 0.133 -1.434
H -0.558 -2.857 1.912
H -2.077 -2.395 1.822
H -0.925 -1.355 2.539


70
Properties=species:S:1:pos:R:3 method="wB97M-V/def2-TZVPD" e_homo_ev="-16.19 / -16.19" energy_ev=-108716.0146 charge=+3 gap_ev="4.56 / 4.50" lumo_energy_ev="-11.627 / -11.689" e_above_lowest_kcal_mol=0.0
Au 0.806 -0.825 -0.351
C -4.620 -1.834 -0.238
C -4.070 -3.118 -0.284
C -2.724 -3.279 -0.486
C -1.880 -2.139 -0.650
C -2.454 -0.842 -0.563
C -3.800 -0.700 -0.374
N -0.549 -2.288 -0.819
C -0.050 -3.444 -1.339
C -0.736 -4.129 -2.381
C -0.202 -5.276 -2.913
C 1.011 -5.775 -2.431
C 1.698 -5.107 -1.403
C 1.192 -3.951 -0.875
H -5.683 -1.708 -0.077
H -4.701 -3.984 -0.145
H -2.278 -4.265 -0.473
H -1.809 0.020 -0.692
H -4.240 0.287 -0.336
H -1.645 -3.708 -2.791
H -0.721 -5.795 -3.708
H 1.434 -6.673 -2.862
H 2.627 -5.510 -1.024
H 1.691 -3.442 -0.057
C -1.695 4.146 0.797
S -0.227 3.412 0.080
C -0.722 3.411 -1.641
O -0.351 1.883 0.422
H -1.792 5.151 0.383
H -1.558 4.214 1.876
H -2.575 3.552 0.558
H -0.756 4.446 -1.980
H -1.698 2.944 -1.753
H 0.035 2.871 -2.207
C 5.513 0.637 -1.761
N 4.097 0.355 -1.525
C 3.444 -0.423 -2.567
C 3.495 0.826 -0.462
O 2.296 0.681 -0.087
H 5.622 1.338 -2.589
H 6.034 -0.285 -2.013
H 5.974 1.067 -0.875
H 3.577 0.077 -3.527
H 2.381 -0.521 -2.367
H 3.892 -1.414 -2.635
H 4.136 1.440 0.175
Ge 0.094 1.092 2.168
C 0.962 -0.703 2.396
C 0.097 -1.753 2.717
C 0.583 -2.858 3.403
C 1.926 -2.926 3.750
C 2.792 -1.893 3.411
C 2.312 -0.779 2.737
C 0.888 2.546 3.204
C 0.462 2.572 4.532
C 0.903 3.584 5.372
C 1.782 4.544 4.891
C 2.203 4.517 3.568
C 1.769 3.507 2.720
H -1.372 0.806 2.526
H -0.954 -1.703 2.452
H -0.095 -3.652 3.689
H 2.296 -3.789 4.288
H 3.834 -1.935 3.698
H 2.982 0.039 2.511
H -0.220 1.816 4.906
H 0.564 3.610 6.398
H 2.153 5.310 5.559
H 2.869 5.283 3.194
H 2.118 3.478 1.694


Copy entry 2 word for word.
96
Properties=species:S:1:pos:R:3 method="wB97M-V/def2-TZVPD" e_homo_ev=-10.71 energy_ev=-121089.7039 charge=0 gap_ev=10.35 smiles="CCOS(C)(=O)=O.CCOS(C)(=O)=O.CCOS(C)(=O)=O.CCOS(C)(=O)=O.CCOS(C)(=O)=O.C[N+](=O)[O-].C[N+](=O)[O-].C[N+](=O)[O-]" lumo_energy_ev=-0.359 e_above_lowest_kcal_mol=94.6
O -12.422 2.875 1.057
S -11.509 4.032 0.783
O -10.965 4.813 1.853
O -10.252 3.551 -0.183
C -10.541 2.556 -1.237
C -9.344 1.717 -1.481
C -12.349 5.137 -0.493
H -10.804 3.023 -2.186
H -11.254 1.764 -1.008
H -8.922 1.325 -0.556
H -8.483 2.270 -1.857
H -9.587 0.907 -2.168
H -11.643 5.967 -0.468
H -13.310 5.515 -0.144
H -12.285 4.689 -1.484
O -13.973 6.823 -2.497
S -13.122 7.319 -3.573
O -12.196 6.575 -4.371
O -13.988 8.251 -4.568
C -15.232 7.774 -5.070
C -15.958 9.009 -5.655
C -12.229 8.857 -2.976
H -15.773 7.237 -4.290
H -15.138 6.899 -5.713
H -15.394 9.410 -6.497
H -16.264 9.762 -4.929
H -16.870 8.660 -6.139
H -11.666 8.465 -2.129
H -12.890 9.646 -2.616
H -11.571 9.127 -3.802
O -10.671 7.256 -9.572
S -11.840 6.519 -9.204
O -12.688 5.974 -10.251
O -11.218 5.276 -8.276
C -12.128 4.180 -7.910
C -11.450 2.851 -8.200
C -12.896 7.328 -7.931
H -13.053 4.261 -8.481
H -12.452 4.575 -6.948
H -12.264 2.197 -7.888
H -10.552 2.703 -7.600
H -11.300 2.818 -9.279
H -13.246 6.715 -7.101
H -13.677 7.842 -8.493
H -12.331 8.158 -7.506
O -5.787 5.348 -6.611
S -7.256 5.533 -6.697
O -7.913 4.625 -7.641
O -7.934 5.437 -5.195
C -9.290 5.627 -5.139
C -9.757 4.544 -4.128
C -7.666 7.199 -7.154
H -9.869 5.444 -6.044
H -9.482 6.617 -4.726
H -9.315 4.672 -3.139
H -9.730 3.481 -4.366
H -10.834 4.599 -3.973
H -8.379 7.692 -6.492
H -8.152 6.900 -8.082
H -6.719 7.723 -7.286
O -14.086 0.548 -1.224
S -15.183 0.874 -0.314
O -15.756 2.215 -0.364
O -16.359 -0.252 -0.570
C -15.973 -1.579 -1.049
C -17.020 -2.686 -1.139
C -14.827 0.298 1.418
H -15.055 -1.908 -0.561
H -15.617 -1.363 -2.056
H -17.808 -2.355 -1.816
H -17.594 -2.996 -0.266
H -16.586 -3.664 -1.347
H -14.921 -0.778 1.566
H -15.555 0.880 1.982
H -13.833 0.741 1.473
C -13.050 -0.960 -4.867
N -11.813 -0.036 -4.995
O -11.335 0.187 -6.075
O -11.464 0.631 -3.991
H -13.158 -1.342 -3.851
H -12.892 -1.975 -5.231
H -13.927 -0.464 -5.283
C -13.436 3.044 -3.555
N -14.374 2.988 -4.717
O -15.488 3.457 -4.610
O -13.844 2.534 -5.714
H -12.406 2.874 -3.866
H -13.902 2.309 -2.899
H -13.723 4.009 -3.137
C -17.478 1.688 -6.712
N -18.560 1.741 -7.743
O -18.475 1.015 -8.671
O -19.320 2.721 -7.702
H -16.449 1.639 -7.067
H -17.570 0.856 -6.014
H -17.634 2.586 -6.114